The following is a quantum chemistry calculation of C44H104Br6N9O27P3 as an isolated structure in a non-equilibrium geometry, from the Open Molecules 2025 dataset.

gap between HOMO and LUMO: 7.91 eV
molar mass: 1763.70 g mol⁻¹
lowest unoccupied orbital energy: -0.20 eV
total charge: 0
highest occupied orbital energy: -0.298 hartree

CARTESIAN COORDINATES (ANGSTROEM)
C 4.788 -1.709 -2.733
Br 3.714 -1.492 -4.318
Br 6.513 -0.814 -2.846
Br 5.132 -3.617 -2.291
H 4.208 -1.293 -1.916
C 5.002 -3.105 1.542
Br 3.315 -3.134 0.567
Br 4.989 -4.405 3.012
Br 5.324 -1.328 2.290
H 5.716 -3.428 0.795
O -2.763 5.309 0.714
P -2.604 5.192 2.191
N -1.412 4.074 2.608
C -1.615 2.624 2.403
C -0.012 4.454 2.314
N -3.983 4.763 2.984
C -5.246 4.705 2.238
C -4.111 4.506 4.415
N -2.054 6.623 2.907
C -1.518 6.693 4.261
C -2.363 7.940 2.378
H -2.005 2.129 3.298
H -0.674 2.133 2.174
H -2.387 2.528 1.639
H 0.331 3.868 1.465
H 0.599 4.259 3.196
H 0.068 5.532 2.160
H -6.036 5.104 2.890
H -5.253 5.360 1.375
H -5.531 3.654 2.162
H -4.597 5.346 4.934
H -4.996 3.854 4.435
H -3.238 4.090 4.898
H -1.628 5.755 4.799
H -0.446 6.932 4.250
H -1.987 7.531 4.783
H -3.310 8.335 2.759
H -2.499 7.872 1.295
H -1.515 8.610 2.521
O 2.198 0.079 -1.250
P 0.735 0.180 -1.238
N -0.038 -0.609 -2.503
C -0.027 -0.109 -3.852
C -0.040 -2.095 -2.359
N 0.205 1.770 -1.329
C -1.188 2.083 -1.681
C 1.123 2.872 -1.570
N -0.068 -0.332 0.184
C -1.478 -0.688 0.249
C 0.768 -0.928 1.196
H 0.346 -0.864 -4.546
H 0.474 0.860 -3.947
H -1.019 0.203 -4.216
H 0.950 -2.421 -2.691
H -0.731 -2.479 -3.109
H -0.296 -2.367 -1.342
H -1.809 1.207 -1.503
H -1.622 2.832 -1.016
H -1.221 2.416 -2.720
H 1.929 2.640 -2.276
H 0.606 3.723 -2.011
H 1.654 3.122 -0.647
H -1.827 -1.064 -0.715
H -1.592 -1.497 0.976
H -2.122 0.132 0.570
H 1.823 -0.680 1.246
H 0.696 -2.027 1.223
H 0.354 -0.716 2.194
O -0.392 -4.269 2.126
P 0.028 -4.735 3.464
N 1.334 -5.801 3.405
C 1.486 -6.647 2.227
C 2.073 -6.348 4.537
N -1.249 -5.518 4.323
C -0.952 -6.083 5.638
C -2.045 -6.347 3.444
N 0.535 -3.567 4.550
C -0.422 -2.864 5.412
C 1.883 -3.069 4.529
H 1.346 -6.048 1.321
H 0.609 -7.309 2.137
H 2.372 -7.271 2.194
H 1.990 -5.649 5.372
H 3.124 -6.377 4.238
H 1.788 -7.346 4.884
H -0.472 -7.065 5.554
H -0.291 -5.396 6.160
H -1.930 -6.164 6.115
H -2.250 -5.777 2.539
H -1.573 -7.320 3.238
H -3.007 -6.614 3.896
H -1.434 -3.058 5.073
H -0.283 -3.152 6.462
H -0.188 -1.799 5.456
H 2.084 -2.720 3.505
H 2.766 -3.638 4.834
H 2.044 -2.159 5.117
C 3.242 5.783 2.724
O 2.863 4.487 2.312
C 3.599 3.759 1.497
O 4.437 4.212 0.763
O 3.099 2.531 1.435
C 3.891 1.623 0.647
H 3.116 6.532 1.948
H 4.200 5.767 3.241
H 2.595 6.114 3.541
H 4.085 2.032 -0.344
H 3.408 0.660 0.581
H 4.866 1.579 1.140
C 3.844 -0.024 -8.918
O 2.503 0.016 -8.450
C 2.073 -1.110 -7.869
O 2.729 -2.066 -7.574
O 0.745 -1.052 -7.839
C 0.018 -2.076 -7.170
H 4.595 0.223 -8.165
H 3.832 0.680 -9.746
H 4.225 -0.982 -9.280
H 0.198 -2.146 -6.100
H 0.237 -3.025 -7.662
H -1.033 -1.898 -7.384
C 2.321 -5.006 -3.638
O 1.159 -5.807 -3.470
C 0.201 -5.619 -4.369
O 0.034 -4.594 -4.966
O -0.582 -6.667 -4.425
C -1.755 -6.554 -5.254
H 2.216 -4.076 -3.080
H 2.539 -4.744 -4.673
H 3.192 -5.545 -3.278
H -1.455 -6.505 -6.297
H -2.410 -5.750 -4.929
H -2.249 -7.498 -5.026
C 0.008 1.966 -6.772
O 0.061 3.313 -6.332
C -0.823 3.627 -5.402
O -1.728 2.924 -5.056
O -0.514 4.805 -4.894
C -1.256 5.336 -3.809
H -0.887 1.665 -7.321
H 0.191 1.193 -6.029
H 0.766 1.925 -7.554
H -1.377 4.545 -3.061
H -2.244 5.692 -4.088
H -0.668 6.082 -3.285
C -5.805 -5.265 -1.867
O -4.682 -5.611 -1.107
C -3.465 -5.345 -1.588
O -3.187 -5.264 -2.755
O -2.616 -5.303 -0.588
C -1.250 -5.092 -0.950
H -6.064 -4.205 -1.778
H -6.649 -5.841 -1.486
H -5.769 -5.481 -2.938
H -1.105 -4.105 -1.377
H -0.848 -5.856 -1.618
H -0.651 -5.209 -0.051
C 1.790 6.261 -1.743
O 2.436 5.759 -2.885
C 2.308 6.268 -4.094
O 1.758 7.288 -4.383
O 2.957 5.479 -4.930
C 2.972 5.960 -6.277
H 2.375 7.079 -1.316
H 1.724 5.458 -1.013
H 0.767 6.563 -1.978
H 3.368 6.977 -6.314
H 2.000 6.039 -6.759
H 3.683 5.304 -6.768
C -5.182 0.995 -0.922
O -4.588 0.953 0.377
C -4.980 0.063 1.297
O -5.792 -0.808 1.205
O -4.258 0.357 2.379
C -4.000 -0.697 3.281
H -4.472 1.380 -1.652
H -5.910 1.806 -0.846
H -5.624 0.059 -1.248
H -4.787 -0.843 4.029
H -3.106 -0.532 3.876
H -3.976 -1.667 2.782
C 1.415 -0.831 9.074
O 2.424 -0.576 8.109
C 2.036 0.052 6.996
O 0.885 0.236 6.692
O 3.117 0.318 6.286
C 2.904 0.734 4.937
H 0.552 -1.454 8.850
H 0.989 0.130 9.384
H 1.945 -1.189 9.954
H 3.870 0.885 4.464
H 2.497 1.751 4.955
H 2.211 0.112 4.377

The following is a quantum chemistry calculation of C15H12Cl2LiN3O4S as an isolated structure, from the Open Molecules 2025 dataset.

relative energy (zero: lowest compared OMol25 entry of this formula, charge and spin): 0.593 eV
gap between HOMO and LUMO: 8.72 eV
molar mass: 408.19 g mol⁻¹
lowest unoccupied orbital energy: -0.01 eV
total charge: 0
highest occupied orbital energy: -0.321 hartree

CARTESIAN COORDINATES (ANGSTROEM)
Li -0.553 0.182 -0.120
O 3.589 2.341 -0.901
C 2.353 1.817 -0.950
O 2.127 0.698 -1.326
C 1.293 2.769 -0.486
C 1.506 4.125 -0.338
C 0.425 4.915 0.042
C -0.811 4.327 0.229
C -0.929 2.951 0.063
N 0.112 2.194 -0.265
C -2.268 2.212 0.209
O -3.273 2.893 0.349
O -2.151 0.946 0.144
H 4.200 1.662 -1.226
H 2.482 4.547 -0.526
H 0.552 5.982 0.176
H -1.694 4.890 0.497
N -2.087 -2.661 -0.177
C -0.743 -2.691 -0.094
N -0.031 -1.716 0.389
C 1.319 -2.071 0.443
C 2.333 -1.304 1.006
C 3.626 -1.796 1.006
C 3.921 -3.041 0.450
C 2.918 -3.828 -0.092
C 1.622 -3.334 -0.072
S 0.152 -4.111 -0.602
H -2.566 -1.780 -0.023
H -2.575 -3.385 -0.670
H 2.096 -0.340 1.440
H 4.419 -1.213 1.456
H 4.943 -3.399 0.443
H 3.138 -4.798 -0.519
Cl -4.662 -0.438 -0.046
C -5.849 -1.741 0.008
Cl -7.516 -1.145 0.057
H -5.675 -2.319 0.907
H -5.740 -2.344 -0.884

- The lowest highest occupied orbital energy belongs to which entry?
  C15H12Cl2LiN3O4S